Below is a cluster of 12 separate species, C18H60O12 in total in a non-equilibrium geometry, with properties calculated with ωB97M-V/def2-TZVPD.

Results
**SMILES**: CC(C)O.CC(C)O.CC(C)O.CO.CO.CO.CO.CO.CO.CO.CO.CO
**Gap between HOMO and LUMO**: 0.343 Eh
**Energy**: -44195.707 eV
**E_LUMO**: 0.173 eV

Geometry as XYZ:
```
90
Properties=species:S:1:pos:R:3:mulliken_charge:R:1
C -1.8730 0.2006 5.7853 -0.613
O -0.9560 -0.8284 5.6733 -0.469
H -2.6050 -0.1474 6.5433 0.357
H -2.4740 0.2636 4.9263 0.276
H -1.3960 1.0866 5.9803 0.177
H -1.3940 -1.7234 5.7033 0.271
C 3.1530 -2.0364 -1.7977 -0.143
O 3.6300 -1.9454 -3.0837 -0.506
H 3.4470 -3.1374 -1.4957 0.317
H 2.0700 -1.7924 -1.7877 -0.128
H 3.7440 -1.3554 -1.0887 0.183
H 4.5340 -2.0984 -3.1377 0.256
C 0.2800 3.0106 -3.0917 -0.595
O 0.8860 3.1836 -1.8957 -0.302
H 0.5210 2.0256 -3.4857 0.153
H 0.7140 3.8486 -3.7467 0.310
H -0.8320 3.0076 -3.0157 0.289
H 1.6670 3.2156 -2.1037 -0.002
C -2.8860 -2.8654 2.3783 0.046
O -3.6260 -3.8024 3.1023 -0.542
H -1.8510 -3.1614 1.9043 0.116
H -2.5670 -1.9224 2.7363 -0.069
H -3.4670 -2.5844 1.4463 0.175
H -3.4410 -3.9164 4.0773 0.305
C -3.5780 3.7596 0.9593 -0.533
O -2.6770 2.8186 1.5903 -0.466
H -4.2060 3.3296 0.1053 0.179
H -2.8010 4.5716 0.6283 0.251
H -4.4010 3.9476 1.6593 0.216
H -1.8410 2.5376 0.9443 0.295
C -0.0890 4.9526 0.9103 -0.881
O -0.3220 5.1856 -0.4467 -0.577
H 0.6170 5.7136 1.2713 0.386
H 0.4360 4.0536 0.9353 0.068
H -0.8030 4.6476 1.5473 0.592
H 0.1330 4.4506 -0.9987 0.535
C 1.9170 -1.5404 2.9883 -1.059
O 2.0200 -2.0464 1.7113 -0.382
H 1.9220 -0.4944 3.1573 0.276
H 2.7690 -1.9164 3.4893 0.421
H 1.1280 -1.9264 3.4833 0.448
H 1.7500 -2.9314 1.8533 0.286
C 0.3530 -1.4924 -4.6027 -0.711
O 1.2860 -0.5344 -4.6707 -0.563
H -0.5320 -1.3444 -3.8427 0.104
H 0.8580 -2.4074 -4.4287 0.286
H 0.0120 -1.6274 -5.5227 0.543
H 2.2870 -0.7134 -4.3057 0.302
C 0.5520 2.7836 3.7353 -0.501
O 0.4700 3.8336 4.5843 -0.595
H 1.2510 2.7456 2.9203 0.289
H -0.4050 2.8146 3.1433 0.174
H 0.6270 2.0616 4.5433 0.338
H -0.2380 3.6776 5.1253 0.343
C 4.0460 1.8656 -0.8197 -1.211
C 4.5580 2.5496 -2.1117 0.535
C 4.7890 1.4766 -3.1877 -1.158
O 3.7750 3.5646 -2.5587 -0.552
H 4.7030 1.3386 -0.3047 0.766
H 3.1420 1.1776 -0.9337 -0.137
H 3.5630 2.6776 -0.2097 0.272
H 5.5040 3.0956 -1.7937 0.251
H 5.2260 1.9216 -4.1927 0.359
H 3.9940 1.1076 -3.7667 0.315
H 5.4590 0.6446 -2.8677 0.296
H 4.4010 3.8716 -3.2597 0.327
C -1.1440 -0.2314 1.4843 -1.197
C -0.3180 0.2736 0.2433 1.385
C -0.3330 -0.7944 -0.8617 -1.941
O -0.8340 1.5156 -0.1437 -0.483
H -1.1460 0.6006 2.2883 -0.087
H -0.5670 -0.9904 1.9293 0.231
H -2.1650 -0.4364 1.1593 0.336
H 0.7720 0.3246 0.6723 -0.087
H 0.0440 -1.7434 -0.4557 0.485
H 0.4680 -0.5934 -1.3977 0.569
H -1.2010 -1.0254 -1.2987 0.617
H -0.3610 2.0776 -0.6587 0.199
C -4.4660 -5.6134 -1.1337 -1.567
C -3.4410 -5.0164 -2.1047 0.576
C -2.5970 -3.8724 -1.6137 -0.923
O -2.5210 -6.1644 -2.3307 -0.573
H -5.3340 -5.1114 -0.8107 0.455
H -4.1440 -5.9014 -0.1157 0.326
H -4.9440 -6.4704 -1.4967 0.415
H -3.9470 -4.7804 -3.0557 0.178
H -1.6450 -4.0764 -2.0817 0.224
H -2.3990 -4.0084 -0.4807 -0.017
H -2.8850 -2.9544 -1.7907 0.575
H -1.8230 -5.7384 -2.9327 0.312
```